w | # C4H6N2OS

C4H6N2OS in the gas phase (ωB97M-V/def2-TZVPD, OMol25).

Summary:
SMILES: [H]/N=C1/NC(=S)C[C@@H]1O
LUMO: 0.20 eV
Frontier orbital gap: 0.331 hartree
HOMO level: -0.3234 Ha

Positions of all 14 atoms, in Å:
S1 3.255 0.124 -0.058
O1 -1.821 -1.110 -0.201
N1 -1.441 1.841 -0.108
N2 0.822 1.218 0.020
C1 1.616 0.138 -0.023
C2 0.718 -1.105 0.011
C3 -0.540 0.971 0.084
C4 -0.696 -0.535 0.405
H1 1.239 2.133 -0.057
H2 -0.821 -0.667 1.477
H3 -1.765 -1.017 -1.210
H4 -2.350 1.372 -0.002
H5 1.044 -1.858 0.671
H6 0.740 -1.505 -1.007

x | # C4H6N2OS

C4H6N2OS in the gas phase (ωB97M-V/def2-TZVPD, OMol25).

Summary:
SMILES: N/N=C1\SC=C[C@H]1O
LUMO: 0.73 eV
Frontier orbital gap: 0.347 hartree
HOMO level: -0.3202 Ha

Positions of all 14 atoms, in Å:
S1 -0.035 -1.760 0.029
O1 0.549 1.699 -0.586
N1 -1.580 0.476 0.303
N2 -2.649 -0.408 -0.015
C1 1.679 -1.279 -0.170
C2 1.875 -0.046 0.251
C3 -0.460 -0.028 0.487
C4 0.783 0.893 0.569
H1 -3.537 0.102 -0.341
H2 -0.458 1.668 -0.687
H3 0.919 1.339 1.511
H4 -2.289 -1.068 -0.730
H5 2.864 0.364 -0.095
H6 2.338 -1.951 -0.526

y | # C4H6N2OS

C4H6N2OS in the gas phase (ωB97M-V/def2-TZVPD, OMol25).

Summary:
SMILES: Cc1cc(O)nn1S
LUMO: 0.69 eV
Frontier orbital gap: 0.356 hartree
HOMO level: -0.3303 Ha

Positions of all 14 atoms, in Å:
S1 1.310 -1.392 -1.212
O1 0.102 1.860 2.382
N1 0.382 -0.355 -0.281
N2 0.920 0.313 0.816
C1 -1.267 0.938 0.515
C2 -0.946 0.058 -0.483
C3 -0.077 1.022 1.285
C4 -1.818 -0.507 -1.491
H1 -1.478 -0.132 -2.472
H2 1.020 1.632 2.777
H3 1.059 -2.578 -0.564
H4 -1.843 -1.621 -1.450
H5 -2.873 -0.185 -1.349
H6 -2.121 1.495 0.692

z | # C4H6N2OS

C4H6N2OS in the gas phase (ωB97M-V/def2-TZVPD, OMol25).

Summary:
SMILES: CSOc1ncc[nH]1
LUMO: 0.83 eV
Frontier orbital gap: 0.343 hartree
HOMO level: -0.3124 Ha

Positions of all 14 atoms, in Å:
S1 2.474 -0.688 0.319
O1 1.108 -1.391 -0.250
N1 -0.423 -0.098 1.157
N2 -1.202 -1.065 -0.612
C1 2.268 1.021 -0.258
C2 -2.269 -0.377 -0.003
C3 -1.710 0.221 1.035
C4 -0.153 -0.916 0.159
H1 1.364 1.543 0.082
H2 2.182 1.171 -1.414
H3 3.084 1.647 0.219
H4 -2.262 0.811 1.621
H5 -3.276 -0.399 -0.538
H6 -1.185 -1.480 -1.516

Which is most stable? The ranking, best first, is w, y, z, x.

w | # C4H6N2OS

C4H6N2OS in the gas phase (ωB97M-V/def2-TZVPD, OMol25).

Summary:
SMILES: [H]/N=C1/NO[C@H]2C[C@@H]2S1
LUMO: 0.65 eV
Frontier orbital gap: 0.348 hartree
HOMO level: -0.3244 Ha

Positions of all 14 atoms, in Å:
S1 0.716 -1.636 0.017
O1 -0.508 1.456 -0.260
N1 1.012 1.239 0.082
N2 2.826 0.108 -0.117
C1 1.627 -0.050 0.139
C2 -2.072 -0.513 -0.039
C3 -1.045 0.304 0.504
C4 -0.728 -0.804 -0.400
H1 -2.596 -1.161 0.682
H2 -0.555 -0.594 -1.376
H3 3.327 -0.846 0.064
H4 -2.619 0.153 -0.820
H5 1.468 2.095 -0.094
H6 -0.851 0.249 1.617

x | # C4H6N2OS

A molecular structure, C4H6N2OS (ωB97M-V/def2-TZVPD, OMol25).

Summary:
LUMO: -0.25 eV
Frontier orbital gap: 0.308 hartree
HOMO level: -0.3173 Ha

Positions of all 14 atoms, in Å:
S1 2.537 0.239 0.081
O1 -0.851 -1.209 -0.264
N1 -0.134 1.003 -0.358
N2 1.340 -0.886 0.049
C1 -2.529 0.557 0.166
C2 0.219 -0.407 -0.028
C3 -1.457 1.346 -0.015
C4 -2.176 -0.937 0.132
H1 -2.598 -1.311 1.218
H2 -2.840 -1.564 -0.580
H3 -3.586 0.803 0.323
H4 -1.644 2.471 -0.357
H5 3.666 -0.506 -0.002
H6 0.437 1.768 0.849

y | # C4H6N2OS

C4H6N2OS in the gas phase (ωB97M-V/def2-TZVPD, OMol25).

Summary:
LUMO: -0.12 eV
Frontier orbital gap: 0.334 hartree
HOMO level: -0.3380 Ha

Positions of all 14 atoms, in Å:
S1 -0.474 -3.196 0.469
O1 -0.375 1.609 1.941
N1 -1.415 -0.347 1.386
N2 -0.269 -0.664 -0.769
C1 -1.025 -1.593 -0.163
C2 0.170 0.322 -0.103
C3 -0.542 0.649 1.222
C4 0.863 1.396 -0.908
H1 -2.030 -1.670 -0.702
H2 0.263 2.401 -0.872
H3 0.944 1.196 -2.029
H4 -2.284 -0.257 1.794
H5 0.432 -2.830 1.413
H6 1.896 1.464 -0.505

Which is most stable? The ranking, best first, is y, x, w.

w | # C5H10BrP

2 unconnected molecules or ions with the total composition C5H10BrP (ωB97M-V/def2-TZVPD, OMol25).

Summary:
SMILES: CCCCBr.C#P
LUMO: 0.61 eV
Frontier orbital gap: 0.392 hartree
HOMO level: -0.3695 Ha

Positions of all 17 atoms, in Å:
Br1 -2.603 -1.680 -0.497
P1 -2.588 3.114 1.367
C1 -0.105 -0.305 0.019
C2 1.264 -0.087 -0.439
C3 -0.771 -1.138 -1.054
C4 2.175 0.070 0.698
C5 -2.986 1.739 0.810
H1 -0.791 -0.547 -1.869
H2 1.604 -0.900 -1.111
H3 1.346 0.760 -1.147
H4 -0.262 -0.731 1.052
H5 -0.400 0.752 0.062
H6 2.128 1.024 1.341
H7 -0.227 -2.092 -1.224
H8 -3.145 0.806 0.297
H9 2.093 -0.891 1.403
H10 3.267 0.106 0.290

x | # C5H10BrP

2 unconnected molecules or ions with the total composition C5H10BrP (ωB97M-V/def2-TZVPD, OMol25).

Summary:
LUMO: 0.14 eV
Frontier orbital gap: 0.305 hartree
HOMO level: -0.2996 Ha

Positions of all 17 atoms, in Å:
Br1 4.057 0.223 0.067
P1 -0.872 -0.276 0.870
C1 -1.650 -0.912 -0.673
C2 2.223 0.153 0.724
C3 1.747 -2.132 -0.535
C4 -0.893 1.546 0.271
C5 1.497 -1.045 0.173
H1 -1.925 1.936 0.101
H2 2.846 -2.185 -0.689
H3 1.138 -2.860 -0.815
H4 -0.313 2.041 1.030
H5 -2.726 -0.751 -0.589
H6 -0.341 1.287 -0.636
H7 2.232 0.007 1.906
H8 -1.483 -1.983 -0.903
H9 -1.269 -0.375 -1.574
H10 1.600 1.129 0.479

Which is most stable? The ranking, best first, is w, x.

w | # C9H10ClPS

C9H10ClPS in the gas phase (ωB97M-V/def2-TZVPD, OMol25).

Summary:
SMILES: C/C=C/[P@@](=S)(Cl)c1ccccc1
LUMO: 0.44 eV
Frontier orbital gap: 0.339 hartree
HOMO level: -0.3227 Ha

Positions of all 22 atoms, in Å:
Cl1 -0.864 2.838 1.580
S1 -1.856 2.731 -1.490
P1 -1.149 1.676 -0.042
C1 2.257 -1.054 -0.488
C2 0.934 -0.535 -0.397
C3 3.118 1.132 -0.140
C4 -2.848 -2.013 0.408
C5 0.764 0.851 -0.238
C6 -1.956 0.229 0.599
C7 3.334 -0.168 -0.332
C8 -2.392 -0.783 -0.122
C9 1.829 1.682 -0.118
H1 -3.390 -2.589 -0.396
H2 -1.965 0.424 1.608
H3 -3.658 -1.850 1.123
H4 1.774 2.677 0.045
H5 4.406 -0.415 -0.277
H6 0.071 -1.171 -0.475
H7 3.838 1.866 0.141
H8 -2.524 -0.683 -1.179
H9 -2.102 -2.734 0.666
H10 2.379 -2.111 -0.476

x | # C9H10ClPS

C9H10ClPS in the gas phase (ωB97M-V/def2-TZVPD, OMol25).

Summary:
SMILES: C/C=C/[P@@](=S)(Cl)c1ccccc1
LUMO: 0.65 eV
Frontier orbital gap: 0.347 hartree
HOMO level: -0.3227 Ha

Positions of all 22 atoms, in Å:
Cl1 -0.924 2.624 1.738
S1 -1.758 2.261 -1.499
P1 -0.980 1.419 0.109
C1 3.227 1.272 -0.510
C2 -3.559 -1.842 0.060
C3 3.581 -0.046 -0.349
C4 1.919 1.614 -0.366
C5 2.642 -1.090 -0.117
C6 -2.656 -0.655 -0.191
C7 -1.990 0.015 0.741
C8 1.318 -0.702 0.102
C9 0.966 0.695 0.018
H1 4.639 -0.308 -0.439
H2 -1.996 -0.035 1.864
H3 -4.487 -1.847 -0.493
H4 -2.524 -0.488 -1.253
H5 -3.681 -1.722 1.130
H6 3.928 2.081 -0.683
H7 3.091 -2.069 0.042
H8 0.458 -1.301 0.500
H9 -2.907 -2.653 0.030
H10 1.692 2.777 -0.433

Which is most stable? The ranking, best first, is x, w.